# 1
The following is a DFT calculation (ωB97M-V/def2-TZVPD) of a molecular structure, C2H3O2Tm at a distorted geometry.

Values from the calculation:
Total charge ... +2
Multiplicity ... 3
Expectation value of S² ... 2.009

Each line ends with the Löwdin spin population.
Atoms and positions in Å:
H1 1.408 0.977 -1.994  0.002
Tm1 -0.371 -0.395 1.363  1.018
H2 -0.097 2.143 -1.741  0.001
C1 0.398 1.290 -1.235  0.060
O1 -0.154 -0.927 -1.109  0.118
H3 -0.350 -1.742 -1.590  0.015
C2 0.109 0.089 -1.963  0.698
O2 0.387 1.252 0.123  0.088



# 2
The following is a DFT calculation (ωB97M-V/def2-TZVPD) of C4H7NO2S in the gas phase at a distorted geometry.

Values from the calculation:
Multiplicity ... 1
SMILES ... O=CNC(=O)CCS

Each line ends with the Mulliken charge.
Atoms and positions in Å:
H1 1.206 1.432 1.077  0.284
H2 -1.334 0.773 -2.516  0.266
C1 0.307 -0.483 0.316  -0.617
C2 1.506 0.283 0.911  -0.481
O1 -3.388 0.526 -1.260  -0.471
C3 0.050 0.107 -1.102  0.491
H3 2.450 0.185 0.238  0.351
C4 -2.435 -0.019 -0.840  0.071
H4 0.602 -1.491 0.280  0.363
H5 -0.632 -0.395 0.891  0.329
H6 2.893 -0.553 2.898  0.130
N1 -1.238 0.261 -1.640  -0.167
S1 1.597 -0.447 2.612  -0.264
O2 0.845 0.460 -1.942  -0.609
H7 -2.428 -0.640 0.077  0.324



# 3
The following is a DFT calculation (ωB97M-V/def2-TZVPD) of a gas-phase ion, C4H10N2O5P (charge -1) at a distorted geometry.

Values from the calculation:
Total charge ... -1
Multiplicity ... 1
SMILES ... C[C@](N)(O)[C@@H](C(N)=O)[P@](=O)([O-])O

Each line ends with the Mulliken charge.
Atoms and positions in Å:
H1 -3.248 -0.181 0.479  0.650
C1 -1.091 -0.477 0.220  1.063
H2 1.772 3.003 -0.022  0.238
H3 0.019 0.424 -1.499  0.269
N1 1.540 2.189 -0.494  -0.422
H4 -2.681 0.712 -0.834  0.287
N2 -1.353 -1.848 -0.277  -0.636
H5 2.317 1.540 -0.607  0.249
H6 0.142 -0.871 1.678  0.402
C2 0.137 0.252 -0.397  0.033
H7 -0.443 -2.262 -0.404  0.338
O1 -0.376 2.397 0.649  -0.625
H8 -2.291 1.195 0.861  0.271
O2 2.364 -0.070 1.326  -0.714
H9 -2.046 -1.847 -0.942  0.179
C3 -2.410 0.249 0.191  -1.910
C4 0.364 1.740 -0.039  0.222
O3 1.426 -2.191 0.163  -0.622
H10 2.125 -2.405 -0.477  0.262
O4 2.732 -0.404 -1.187  -0.817
O5 -0.798 -0.623 1.602  -0.559
P1 1.798 -0.523 0.011  0.844



We obtain energy relative to the best compared isomer or geometry (same formula, charge and spin) values of 36.2, 41.3, 11.4 kcal per mole for the records listed above, in that order.